{
  "formula": "C16H14N2O",
  "method": "the ωB97M-V functional and the def2-TZVPD basis",
  "lumo_energy_ha": 0.0214,
  "largest_force_ev_per_a": 2.911,
  "smiles": "c1ccc(NNOc2ccc3ccccc3c2)cc1",
  "de_lowest_kj_mol": 300.2,
  "gap_ev": 8.441,
  "elements": ["C", "C", "C", "C", "N", "N", "O", "C", "C", "C", "C", "C", "C", "C", "C", "C", "C", "C", "C", "H", "H", "H", "H", "H", "H", "H", "H", "H", "H", "H", "H", "H", "H"],
  "xyz": [[-2.13123, 5.09432, 3.58426], [-1.86666, 4.01124, 4.42203], [-1.83968, 2.70852, 3.88412], [-2.10263, 2.46662, 2.54995], [-2.13276, 1.12531, 2.15888], [-2.39745, 0.65315, 0.84426], [-1.28117, 0.95921, 0.02020], [-0.56471, -0.07029, -0.54074], [0.48365, 0.33412, -1.36196], [1.23333, -0.59328, -2.08306], [0.88234, -1.95679, -2.02715], [1.55660, -2.88813, -2.81844], [1.23950, -4.23261, -2.71198], [0.24610, -4.65593, -1.85821], [-0.46006, -3.70124, -1.08693], [-0.14826, -2.34890, -1.14961], [-0.86912, -1.42544, -0.36686], [-2.27450, 3.57932, 1.68120], [-2.31313, 4.89049, 2.20829], [-2.13009, 6.09334, 3.98089], [-1.79094, 4.20703, 5.50624], [-1.66116, 1.90342, 4.59739], [-1.84860, 0.39880, 2.85280], [-3.25957, 1.08328, 0.42879], [0.66937, 1.41989, -1.41405], [2.05697, -0.23018, -2.69482], [2.39505, -2.54538, -3.44383], [1.80727, -4.94759, -3.27076], [-0.01311, -5.72065, -1.69162], [-1.24746, -4.06069, -0.38630], [-1.70419, -1.74294, 0.26368], [-2.31956, 3.37006, 0.60777], [-2.43167, 5.70665, 1.50386]],
  "nbo_charge": [-0.259, -0.180, -0.269, 0.158, -0.459, -0.184, -0.390, 0.301, -0.266, -0.143, -0.108, -0.174, -0.233, -0.215, -0.199, 0.027, -0.305, -0.277, -0.185, 0.212, 0.217, 0.207, 0.394, 0.366, 0.229, 0.215, 0.213, 0.212, 0.217, 0.206, 0.235, 0.220, 0.216]
}